{
  "formula": "C38H29Br2EuN5O6PS3",
  "method": "ωB97M-V/def2-TZVPD",
  "species": ["Eu", "Br", "Br", "S", "S", "S", "P", "O", "O", "O", "O", "O", "O", "N", "N", "N", "N", "N", "C", "C", "C", "C", "C", "C", "C", "C", "C", "C", "C", "C", "C", "C", "C", "C", "C", "C", "C", "C", "C", "C", "C", "C", "C", "C", "C", "C", "C", "C", "C", "C", "C", "C", "C", "C", "C", "C", "H", "H", "H", "H", "H", "H", "H", "H", "H", "H", "H", "H", "H", "H", "H", "H", "H", "H", "H", "H", "H", "H", "H", "H", "H", "H", "H", "H", "H"],
  "xyz": [[0.85710, 0.29573, 0.17175], [7.78094, -0.01741, -1.48514], [1.96768, -0.25824, -6.75217], [-1.59451, 0.72570, 1.28751], [2.13456, 3.75412, -2.04572], [2.35239, 5.24944, 0.50722], [-2.12331, -2.06473, -0.55398], [1.78783, 0.68786, 2.09784], [1.32656, 4.52473, 3.85391], [-1.47638, 1.73056, 2.28830], [-0.86659, -0.53715, 1.55235], [-1.18966, 1.19889, -0.07284], [0.45144, -1.80298, -0.51363], [1.41708, 0.68811, -2.26101], [3.27724, -0.19379, -0.44620], [1.70723, 2.66603, 0.38491], [-0.62225, -1.37172, -1.11814], [1.66218, 2.95024, 1.77896], [-1.02468, -4.52616, -0.16251], [2.79338, -0.05519, -4.04939], [-3.22351, 0.12186, 1.06244], [5.55665, -0.37915, 0.23426], [-1.98659, -4.79128, 2.43598], [-5.56472, 0.25197, 1.51825], [1.74066, 0.14127, -4.93484], [-2.92386, -2.44569, -2.11189], [2.58574, 0.23781, -2.71467], [-5.76332, -0.89082, 0.76819], [-2.28564, -3.65017, 1.70831], [-3.39486, -1.03795, 0.29169], [-3.37373, -3.72491, -2.42307], [1.36971, 3.37518, 4.56877], [1.52951, 2.11611, 4.00229], [2.41367, 6.22059, -1.01986], [-4.68961, -1.52610, 0.15049], [1.27050, 2.36201, 6.75125], [5.95710, -0.10846, -1.05985], [2.01168, 3.71551, -0.28328], [-3.99497, -3.96083, -3.64274], [-0.73258, -5.66257, 0.56960], [-4.28105, 0.76738, 1.66665], [5.00956, 0.09917, -2.05201], [2.98960, 5.34738, -2.11229], [-3.09883, -1.40180, -3.02247], [3.67496, 0.04063, -1.69718], [-1.21766, -5.79494, 1.86575], [-1.81916, -3.52566, 0.40270], [0.53024, 0.62170, -4.47702], [4.19580, -0.41226, 0.49271], [0.42322, 0.88213, -3.12146], [1.54472, 0.98943, 4.82968], [-4.16418, -2.92370, -4.54629], [1.41673, 1.09403, 6.19780], [-3.71702, -1.64421, -4.23621], [1.24543, 3.48765, 5.95252], [1.67291, 1.91375, 2.54343], [1.17315, 2.47495, 7.82446], [-0.49730, 1.27410, -2.70550], [6.27195, -0.55081, 1.02474], [5.31055, 0.32676, -3.06389], [3.82387, -0.59833, 1.49179], [-6.40248, 0.74427, 1.99324], [4.05994, 5.20210, -1.97528], [3.04972, 7.08470, -0.83239], [1.41402, 6.56594, -1.27957], [-0.12170, -6.44113, 0.13337], [-2.34955, -4.89162, 3.44975], [-0.63101, -4.41307, -1.16544], [-6.75801, -1.29930, 0.65116], [-0.30258, 0.79080, -5.14332], [-3.25011, -4.53587, -1.71671], [-4.65330, -3.10653, -5.49411], [-4.87839, -2.41097, -0.44428], [2.80908, 5.77139, -3.09917], [3.73723, -0.45054, -4.39351], [-2.87073, -2.85934, 2.16018], [-2.76745, -0.39885, -2.77857], [1.12742, 4.47821, 6.37102], [-4.09331, 1.65391, 2.25867], [1.43319, 0.21195, 6.82296], [-0.98650, -6.68498, 2.43623], [-4.34871, -4.95499, -3.88064], [1.66129, 0.02026, 4.36398], [1.37504, 4.28145, 2.90977], [-3.86067, -0.83354, -4.93858]],
  "atomic_forces_ev_per_a": [[2.378, 0.170, -0.945], [0.039, 0.006, -0.012], [0.013, -0.015, -0.052], [-1.369, -0.033, 0.192], [-0.047, -0.206, 0.195], [-0.017, -0.115, -0.020], [0.250, 0.109, -0.127], [0.165, 0.416, 0.411], [-0.027, -0.294, 0.445], [-0.427, -0.012, 0.156], [0.038, 0.275, 0.255], [-0.580, 0.521, 0.371], [-0.266, -1.223, -0.297], [-0.139, -0.086, 0.147], [-0.121, -0.027, 0.089], [0.201, 0.192, 0.500], [-0.505, 0.026, 0.056], [-0.141, 0.796, -1.067], [0.017, 0.007, -0.018], [-0.087, 0.028, -0.181], [-0.003, -0.070, -0.012], [-0.112, -0.059, 0.063], [0.004, 0.003, -0.002], [0.014, 0.058, 0.036], [0.217, -0.080, 0.014], [0.020, -0.124, -0.092], [0.562, -0.114, 0.197], [0.026, -0.058, -0.036], [-0.030, 0.014, 0.016], [0.018, 0.119, -0.020], [-0.006, -0.012, -0.004], [-0.081, 0.826, 0.082], [0.182, -0.519, -0.487], [0.004, 0.015, 0.004], [-0.082, 0.001, -0.010], [-0.029, 0.208, 0.166], [0.016, 0.014, -0.116], [0.076, 0.336, -0.087], [0.015, 0.019, 0.018], [-0.015, 0.008, 0.023], [-0.100, -0.035, -0.008], [0.095, 0.020, 0.031], [-0.002, 0.056, -0.001], [-0.002, 0.026, -0.003], [-0.307, 0.019, -0.457], [0.014, -0.013, -0.014], [0.027, -0.060, 0.117], [-0.049, 0.123, 0.159], [0.143, 0.073, 0.021], [-0.155, 0.048, -0.160], [0.032, -0.167, 0.025], [-0.010, 0.011, -0.016], [0.016, 0.034, -0.165], [-0.002, -0.003, 0.007], [-0.018, -0.040, 0.114], [0.094, -1.068, 0.632], [-0.001, 0.004, -0.022], [-0.037, -0.054, 0.012], [0.002, -0.001, -0.005], [0.026, 0.000, 0.020], [0.002, 0.050, 0.029], [0.010, 0.005, -0.001], [0.000, -0.072, 0.002], [-0.006, 0.005, 0.017], [-0.024, -0.015, 0.040], [-0.001, -0.002, 0.008], [0.003, -0.004, -0.003], [-0.010, 0.010, 0.002], [0.006, -0.001, -0.001], [0.009, 0.002, 0.000], [0.005, 0.004, 0.002], [0.010, -0.009, 0.008], [0.001, 0.012, 0.008], [0.000, -0.027, -0.021], [-0.017, -0.004, -0.033], [-0.001, -0.004, -0.017], [0.025, -0.010, 0.034], [-0.003, -0.018, 0.021], [0.022, -0.013, -0.014], [-0.003, 0.015, -0.001], [-0.002, 0.006, 0.000], [0.002, 0.006, -0.003], [-0.010, 0.021, -0.023], [0.041, -0.040, -0.194], [0.002, -0.015, 0.002]],
  "total_energy_ha": -9584.8544,
  "e_lumo_ev": [-2.896, -3.226],
  "homo_energy_ev": [-9.69, -9.69],
  "total_charge": 1,
  "e_above_lowest_kcal_mol": 0.0,
  "s2": 15.7630,
  "spin_multiplicity": 8
}